Record 1
{
  "formula": "C12H36AlB3O6S3",
  "method": "ωB97M-V with the def2-TZVPD basis set",
  "spin_multiplicity": 2,
  "relative_energy_kj_mol": 53.04,
  "homo_lumo_gap_ev": [7.41, 4.68],
  "lumo_energy_ev": [1.98, -0.57],
  "max_force_ha_per_bohr": 0.0995,
  "charge": -1,
  "s_squared": 0.758,
  "species": ["Al", "B", "H", "H", "H", "H", "B", "H", "H", "H", "H", "B", "H", "H", "H", "H", "C", "C", "C", "S", "O", "O", "C", "H", "H", "H", "H", "H", "H", "H", "H", "C", "C", "C", "S", "O", "O", "C", "H", "H", "H", "H", "H", "H", "H", "H", "C", "C", "C", "S", "O", "O", "C", "H", "H", "H", "H", "H", "H", "H", "H"],
  "xyz": [[-0.265, -1.266, -1.777], [-0.339, -3.243, -4.129], [-1.256, -2.995, -3.617], [0.347, -3.709, -3.438], [-0.498, -3.843, -5.012], [0.096, -2.339, -4.525], [1.810, -2.656, -0.041], [0.915, -2.916, 0.501], [1.952, -1.595, -0.174], [2.673, -3.001, 0.508], [1.712, -3.077, -1.030], [2.496, -0.191, -3.124], [1.650, -0.111, -3.788], [2.161, -0.158, -2.099], [2.903, -1.171, -3.317], [3.293, 0.523, -3.266], [-4.755, -3.950, 2.236], [-3.334, -4.195, 2.789], [-2.518, -2.909, 2.809], [-3.139, -1.904, 1.336], [-2.142, -1.970, 0.233], [-3.613, -0.547, 1.724], [-4.656, -3.035, 1.040], [-5.184, -3.300, 2.999], [-5.288, -4.896, 2.146], [-2.763, -4.898, 2.182], [-3.354, -4.557, 3.817], [-1.441, -3.012, 2.675], [-2.795, -2.402, 3.733], [-4.506, -3.600, 0.120], [-5.461, -2.315, 0.894], [3.069, 4.027, -3.391], [2.843, 4.428, -1.947], [2.191, 3.325, -1.187], [0.693, 2.950, -2.316], [-0.264, 4.039, -2.148], [0.196, 1.568, -2.280], [1.760, 3.330, -3.835], [3.917, 3.346, -3.469], [3.446, 4.859, -3.986], [2.346, 5.398, -1.941], [3.813, 4.675, -1.515], [1.943, 3.593, -0.160], [2.849, 2.456, -1.169], [1.189, 3.716, -4.679], [2.115, 2.339, -4.116], [0.927, 1.866, 4.166], [-0.185, 2.781, 3.579], [-0.920, 2.132, 2.426], [-0.083, 0.521, 2.092], [0.155, 0.339, 0.651], [-0.663, -0.504, 2.903], [1.425, 0.984, 2.979], [0.524, 1.208, 4.937], [1.694, 2.496, 4.617], [0.110, 3.777, 3.249], [-0.967, 3.090, 4.273], [-0.908, 2.848, 1.604], [-1.970, 1.852, 2.497], [2.044, 1.640, 2.367], [2.009, 0.161, 3.391]]
}


Record 2
{
  "formula": "C12H36AlO6S6",
  "method": "ωB97M-V with the def2-TZVPD basis set",
  "relative_energy_kj_mol": 0.00,
  "homo_lumo_gap_ev": 11.08,
  "lumo_energy_ev": -6.80,
  "max_force_ha_per_bohr": 0.1325,
  "charge": 3,
  "species": ["Al", "C", "S", "O", "C", "H", "H", "H", "H", "H", "H", "C", "S", "O", "C", "H", "H", "H", "H", "H", "H", "C", "S", "O", "C", "H", "H", "H", "H", "H", "H", "C", "S", "O", "C", "H", "H", "H", "H", "H", "H", "C", "S", "O", "C", "H", "H", "H", "H", "H", "H", "C", "S", "O", "C", "H", "H", "H", "H", "H", "H"],
  "xyz": [[17.208, -11.098, -11.548], [18.480, -7.698, -9.370], [16.997, -8.703, -9.438], [17.344, -9.939, -10.281], [17.138, -9.211, -7.694], [18.231, -6.758, -8.913], [18.675, -7.441, -10.399], [19.292, -8.254, -8.849], [17.286, -8.361, -6.983], [17.994, -9.895, -7.489], [16.221, -9.786, -7.360], [19.314, -14.526, -10.140], [19.129, -12.871, -9.580], [18.336, -12.186, -10.695], [17.866, -13.175, -8.401], [19.283, -15.253, -9.406], [20.181, -14.758, -10.743], [18.492, -14.869, -10.815], [17.203, -12.307, -8.397], [18.318, -13.171, -7.471], [17.386, -14.158, -8.527], [21.044, -9.547, -11.482], [19.807, -9.347, -12.737], [18.595, -10.247, -12.333], [20.732, -10.302, -13.956], [20.665, -9.210, -10.514], [21.840, -8.823, -11.702], [21.394, -10.568, -11.478], [20.993, -11.268, -13.607], [21.637, -9.726, -14.234], [20.079, -10.267, -14.906], [13.849, -8.898, -12.564], [15.220, -9.493, -13.529], [16.087, -10.166, -12.383], [14.517, -10.688, -14.588], [13.563, -9.656, -11.895], [12.950, -8.586, -13.003], [14.147, -8.136, -11.814], [14.060, -11.489, -14.022], [15.147, -11.032, -15.383], [13.771, -10.079, -15.114], [17.773, -12.539, -15.532], [16.849, -13.154, -14.085], [17.296, -12.315, -12.863], [17.645, -14.727, -14.078], [17.257, -11.641, -15.932], [17.781, -13.368, -16.261], [18.771, -12.237, -15.361], [17.280, -15.364, -13.330], [18.696, -14.648, -13.878], [17.611, -15.265, -15.056], [15.347, -14.687, -10.804], [14.781, -13.029, -10.371], [15.798, -12.125, -10.971], [13.527, -12.991, -11.613], [16.336, -14.918, -10.346], [15.554, -14.723, -11.864], [14.684, -15.487, -10.595], [13.888, -13.300, -12.603], [13.142, -11.964, -11.688], [12.755, -13.717, -11.390]]
}


Record 3
{
  "formula": "C12H36ClO10S6",
  "method": "ωB97M-V with the def2-TZVPD basis set",
  "relative_energy_kj_mol": 2570.45,
  "homo_lumo_gap_ev": 6.40,
  "lumo_energy_ev": 2.12,
  "max_force_ha_per_bohr": 0.1883,
  "charge": -1,
  "species": ["Cl", "O", "O", "O", "O", "C", "S", "O", "C", "H", "H", "H", "H", "H", "H", "C", "S", "O", "C", "H", "H", "H", "H", "H", "H", "C", "S", "O", "C", "H", "H", "H", "H", "H", "H", "C", "S", "O", "C", "H", "H", "H", "H", "H", "H", "C", "S", "O", "C", "H", "H", "H", "H", "H", "H", "C", "S", "O", "C", "H", "H", "H", "H", "H", "H"],
  "xyz": [[0.350, -0.233, -0.279], [-0.966, 0.208, 0.192], [0.757, 0.812, -1.197], [1.206, -0.334, 0.898], [0.251, -1.463, -0.939], [2.746, 2.366, 3.769], [2.333, 0.942, 2.559], [2.205, -0.387, 3.342], [0.507, 1.306, 2.322], [3.406, 3.135, 3.367], [3.279, 1.927, 4.613], [1.899, 2.889, 4.213], [0.087, 1.327, 3.328], [-0.034, 0.544, 1.762], [0.396, 2.299, 1.886], [0.188, -0.804, 2.871], [-0.826, -2.306, 2.903], [0.089, -3.418, 2.351], [-1.129, -2.464, 4.697], [0.451, -0.589, 1.836], [1.063, -1.024, 3.483], [-0.259, 0.094, 3.298], [-1.426, -1.490, 5.086], [-0.142, -2.672, 5.111], [-1.853, -3.186, 5.073], [0.534, -0.634, -3.132], [-0.352, -1.238, -4.601], [-1.881, -1.214, -4.307], [-0.103, 0.286, -5.568], [0.006, -0.110, -2.334], [1.274, 0.107, -3.435], [1.077, -1.402, -2.582], [-0.547, 0.050, -6.535], [0.964, 0.394, -5.764], [-0.430, 1.261, -5.209], [-0.343, -3.933, 0.519], [-1.819, -3.154, -0.206], [-3.086, -3.934, 0.041], [-1.862, -1.656, 0.828], [-0.737, -4.436, 1.402], [0.506, -3.275, 0.703], [-0.069, -4.696, -0.209], [-2.706, -1.006, 0.597], [-0.909, -1.131, 0.891], [-2.124, -2.031, 1.818], [-2.952, 0.470, -4.010], [-1.655, 1.640, -3.459], [-2.267, 3.024, -3.477], [-1.578, 1.108, -1.638], [-2.786, -0.560, -3.694], [-2.984, 0.459, -5.099], [-3.885, 0.671, -3.483], [-0.509, 1.091, -1.430], [-1.979, 0.101, -1.524], [-1.970, 1.870, -0.964], [1.044, 3.355, -0.526], [2.728, 3.218, 0.408], [2.458, 3.131, 1.899], [2.968, 1.449, -0.039], [1.344, 3.064, -1.532], [0.622, 4.351, -0.659], [0.263, 2.665, -0.206], [2.043, 0.923, 0.198], [3.618, 1.033, 0.731], [3.504, 1.208, -0.957]]
}


Record 4
{
  "formula": "C12H36ClO16",
  "method": "ωB97M-V with the def2-TZVPD basis set",
  "relative_energy_kj_mol": 238.19,
  "homo_lumo_gap_ev": 10.20,
  "lumo_energy_ev": 2.75,
  "max_force_ha_per_bohr": 0.0820,
  "charge": -1,
  "species": ["Cl", "O", "O", "O", "O", "C", "C", "O", "O", "H", "H", "H", "H", "H", "H", "C", "C", "O", "O", "H", "H", "H", "H", "H", "H", "C", "C", "O", "O", "H", "H", "H", "H", "H", "H", "C", "C", "O", "O", "H", "H", "H", "H", "H", "H", "C", "C", "O", "O", "H", "H", "H", "H", "H", "H", "C", "C", "O", "O", "H", "H", "H", "H", "H", "H"],
  "xyz": [[0.187, 0.689, 0.131], [-0.330, 1.232, 1.362], [-0.774, -0.037, -0.548], [0.667, 1.808, -0.588], [1.337, -0.162, 0.369], [-2.259, -2.878, 0.295], [-3.366, -3.880, 0.390], [-4.608, -3.315, -0.019], [-1.006, -3.433, 0.820], [-2.428, -2.017, 0.942], [-1.907, -2.812, -0.734], [-3.347, -4.291, 1.399], [-3.063, -4.615, -0.356], [-4.813, -2.766, 0.741], [-0.296, -2.794, 0.726], [3.209, -0.810, 3.275], [4.000, -0.715, 4.601], [3.514, 0.413, 5.357], [3.480, 0.290, 2.499], [2.157, -0.766, 3.555], [3.427, -1.697, 2.680], [5.066, -0.675, 4.375], [3.647, -1.574, 5.172], [3.765, 1.156, 4.803], [3.029, 0.152, 1.663], [5.380, -0.992, -2.662], [4.544, -0.085, -1.819], [3.172, -0.246, -2.158], [5.783, -0.399, -3.796], [5.110, -2.045, -2.734], [6.329, -1.119, -2.141], [4.809, 0.958, -1.992], [4.863, -0.439, -0.838], [2.614, 0.152, -1.485], [5.059, 0.143, -4.117], [0.137, -2.802, -4.875], [0.575, -1.883, -3.655], [-0.046, -0.598, -3.607], [0.181, -2.059, -6.044], [-0.912, -3.096, -4.837], [0.717, -3.725, -4.885], [1.640, -1.707, -3.807], [0.419, -2.501, -2.771], [-0.482, -0.529, -2.754], [-0.089, -1.187, -5.749], [-0.692, 5.592, 1.441], [-1.360, 4.795, 0.359], [-1.916, 3.644, 0.966], [0.291, 4.831, 2.255], [-1.398, 5.836, 2.235], [-0.203, 6.528, 1.171], [-0.741, 4.598, -0.516], [-2.236, 5.331, -0.004], [-1.285, 2.921, 0.923], [0.226, 5.094, 3.176], [-4.560, 1.439, 1.129], [-5.884, 0.626, 1.452], [-5.849, -0.681, 0.850], [-3.424, 0.817, 1.743], [-4.550, 2.414, 1.616], [-4.641, 1.512, 0.044], [-6.727, 1.124, 0.974], [-6.039, 0.602, 2.531], [-5.501, -0.633, -0.044], [-2.606, 1.266, 1.515]]
}